(1)
{
  "formula": "C3H9S2",
  "method": "ωB97M-V/def2-TZVPD",
  "species": ["C", "S", "H", "H", "H", "C", "C", "S", "H", "H", "H", "H", "H", "H"],
  "positions_angstrom": [[-2.017176, -0.381068, 1.236192], [-2.707698, -1.054465, -0.409960], [-2.841758, -0.556633, 2.009857], [-1.889108, 0.726918, 1.280231], [-1.163355, -1.028513, 1.316166], [1.220572, -0.064927, -1.199053], [2.047884, 0.704866, -0.021205], [1.088161, 0.492187, 1.732797], [1.232258, -1.134358, -1.090805], [0.204988, 0.273108, -1.115317], [1.650901, 0.277060, -2.261527], [1.973781, 1.822875, -0.051396], [3.064086, 0.468412, -0.118117], [-1.863532, -0.545464, -1.307860]],
  "forces_ev_per_angstrom": [[-2.2, 0.1, -0.4], [-0.6, 0.5, 0.9], [1.1, -0.4, -1.1], [0.6, -1.2, -0.5], [0.5, 0.7, 0.9], [2.2, 2.8, -0.4], [-3.9, 0.4, 0.5], [1.7, -0.1, -1.8], [0.3, -0.4, 0.1], [-0.5, 0.2, -0.1], [-0.9, -0.9, 2.0], [0.0, -1.0, -0.8], [1.5, -0.7, 0.5], [0.3, 0.2, 0.2]],
  "energy_ev": -24926.924,
  "homo_ev": -2.52,
  "gap_ev": 5.83,
  "charge": -1
}

(2)
{
  "formula": "C3H9S2",
  "method": "ωB97M-V/def2-TZVPD",
  "species": ["C", "S", "H", "H", "H", "C", "S", "C", "H", "H", "H", "H", "H", "H"],
  "positions_angstrom": [[-1.520469, -1.130262, 1.565154], [-2.543322, -0.365107, 0.244595], [-0.499740, -1.324318, 1.212916], [-1.468940, -0.450416, 2.406595], [-1.957696, -2.066149, 1.914139], [0.453860, 0.413864, -1.427721], [2.134993, 0.744655, -0.839916], [2.067924, 0.405282, 0.938999], [0.232702, 1.179953, -2.158837], [-0.310316, 0.375044, -0.645498], [0.426736, -0.544703, -1.940061], [2.053511, -0.666053, 1.146227], [2.980791, 0.861867, 1.308546], [1.200441, 0.876784, 1.397190]],
  "forces_ev_per_angstrom": [[-0.2, 0.2, -0.5], [0.0, -0.1, 0.1], [0.0, -0.1, 0.1], [0.1, 0.1, 0.4], [0.1, -0.1, 0.0], [0.3, -0.5, -0.1], [0.0, 0.1, 0.1], [-0.2, -0.1, -0.4], [-0.2, 0.2, 0.0], [0.0, 0.2, 0.0], [0.0, -0.1, 0.0], [0.0, 0.1, 0.0], [0.1, -0.1, 0.3], [0.0, 0.0, 0.0]],
  "energy_ev": -24927.950,
  "homo_ev": -2.36,
  "gap_ev": 5.60,
  "charge": -1
}

(3)
{
  "formula": "C3HBr3O2",
  "method": "ωB97M-V/def2-TZVPD",
  "species": ["C", "C", "C", "O", "O", "Br", "Br", "Br", "H"],
  "positions_angstrom": [[-0.054319, 0.183373, -0.420616], [1.259526, -1.175508, -1.722876], [1.893381, -0.319190, -2.529238], [-0.032172, 1.024028, -1.263361], [0.695103, -0.986373, -0.548763], [0.732138, -2.843030, -2.572571], [2.577592, -0.786555, -4.215469], [2.590526, 1.248390, -1.855443], [-0.635635, 0.355846, 0.502130]],
  "forces_ev_per_angstrom": [[0.0, 1.2, -0.6], [-0.1, -1.2, -3.1], [0.8, -0.6, 0.6], [-1.0, -0.3, 0.3], [-0.9, 0.8, 1.9], [-0.1, 0.3, 0.9], [-0.1, 0.2, 0.0], [0.9, 0.8, 0.1], [0.6, -1.1, 0.0]],
  "energy_ev": -217347.667,
  "homo_ev": -9.30,
  "gap_ev": 9.65
}

(4)
{
  "formula": "C3HBrI2O",
  "method": "ωB97M-V/def2-TZVPD",
  "species": ["C", "C", "C", "O", "Br", "I", "I", "H"],
  "positions_angstrom": [[1.791772, 0.270688, -0.396087], [-0.484379, 0.616964, 0.175762], [-1.061470, -0.545336, 0.224754], [2.557818, 0.857936, 0.236971], [-2.892483, -1.049124, 0.313981], [-1.677530, 2.421608, 0.372100], [0.309035, -2.247402, 0.359592], [1.457240, -0.325334, -1.287076]],
  "forces_ev_per_angstrom": [[-2.5, 1.7, 0.8], [1.5, 1.2, -0.4], [0.0, -1.4, 0.1], [-0.5, -1.3, -1.2], [0.3, 0.1, 0.0], [0.9, -1.0, -0.3], [-0.7, 0.3, 0.0], [1.0, 0.5, 0.9]],
  "energy_ev": -91413.919,
  "homo_ev": -8.69,
  "gap_ev": 7.86
}

(5)
{
  "formula": "C3HCaLiO4",
  "method": "ωB97M-V/def2-TZVPD",
  "species": ["O", "C", "O", "Ca", "O", "C", "C", "O", "Li", "H"],
  "positions_angstrom": [[1.793232, -0.160923, -0.145026], [0.600584, -0.054871, 0.188667], [-0.023093, 0.812182, 0.777636], [3.656422, 0.750463, -0.192930], [0.011646, -1.377304, 0.341427], [-0.814411, -1.609067, 1.442886], [-1.144458, -0.607318, 2.194785], [-1.750373, -0.103368, 3.130970], [-3.340600, 0.208037, 3.913286], [-0.957906, -1.767675, -0.121586]],
  "forces_ev_per_angstrom": [[1.7, 0.4, -1.5], [-2.5, 1.6, 3.8], [1.4, -0.5, -1.9], [-0.2, -0.1, 0.0], [-0.9, -2.1, -3.6], [-1.0, 0.8, 2.1], [-2.0, -1.0, 1.7], [0.9, 0.1, -1.2], [0.1, 0.0, 0.0], [2.4, 1.0, 0.6]],
  "energy_ev": -29941.400,
  "homo_ev": -14.42,
  "gap_ev": 5.21,
  "charge": 2
}

(6)
{
  "formula": "C3HCl2F3",
  "method": "ωB97M-V/def2-TZVPD",
  "species": ["F", "C", "Cl", "C", "Cl", "C", "F", "F", "H"],
  "positions_angstrom": [[1.063406, 1.509065, -1.029188], [0.557060, 0.377283, -0.608808], [1.766301, -0.948941, -0.966644], [-0.606294, 0.250648, 0.096066], [-1.233628, 1.778970, 0.355658], [-0.918752, -0.754409, 1.021849], [0.268879, -1.268787, 1.495730], [-1.516892, -1.678952, 0.156057], [-1.586046, -0.403557, 1.728717]],
  "forces_ev_per_angstrom": [[-0.5, 0.0, -0.3], [0.9, -2.8, 0.4], [-1.8, 1.5, 0.4], [4.7, 3.9, -2.6], [-1.8, 1.9, 0.5], [1.4, -3.1, -2.6], [-1.5, -0.3, 0.6], [-0.2, -1.1, 1.5], [-1.2, 0.0, 2.0]],
  "energy_ev": -36322.396,
  "smiles": "F/C(Cl)=C(\\Cl)C(F)F",
  "homo_ev": -9.76,
  "gap_ev": 10.12
}

(7)
{
  "formula": "C3HCl2FO",
  "method": "ωB97M-V/def2-TZVPD",
  "species": ["O", "C", "C", "F", "C", "Cl", "Cl", "H"],
  "positions_angstrom": [[1.083802, -2.067533, -0.761840], [0.229843, -1.247288, -0.515201], [0.473657, -0.028408, 0.206124], [1.644906, 0.113528, 0.856234], [-0.456436, 1.096734, 0.251538], [-0.160624, 2.457658, 1.209834], [-2.032390, 0.965900, -0.432241], [-0.782759, -1.290591, -0.814450]],
  "forces_ev_per_angstrom": [[-0.4, 0.1, 0.2], [1.4, -0.3, -0.2], [-1.9, 4.9, 1.2], [-0.7, 0.0, -0.5], [2.5, -4.2, 0.2], [0.2, 0.1, -0.1], [0.4, 0.1, 0.0], [-1.4, -0.6, -0.7]],
  "energy_ev": -32935.188,
  "smiles": "O=CC(F)=C(Cl)Cl",
  "homo_ev": -9.76,
  "gap_ev": 8.74
}

(8)
{
  "formula": "C3HCl3F2",
  "method": "ωB97M-V/def2-TZVPD",
  "species": ["C", "C", "C", "F", "F", "Cl", "Cl", "Cl", "H"],
  "positions_angstrom": [[0.763845, 0.434511, 0.038076], [0.213054, -0.889812, -0.802660], [-0.468143, 0.700022, 0.712550], [0.996102, 1.422121, -0.906110], [-0.900560, -0.687716, -1.552505], [0.259585, -2.385472, -0.097789], [-1.828454, 1.318842, -0.118320], [-0.772943, -0.001845, 2.322831], [1.737514, 0.089347, 0.403929]],
  "forces_ev_per_angstrom": [[-0.5, -1.5, -3.4], [-0.1, 2.7, -0.3], [-0.8, -0.5, 2.3], [0.2, -0.2, 0.2], [1.1, -0.5, 0.3], [0.0, -1.1, 0.7], [0.6, 0.1, 0.7], [0.4, 0.6, -1.5], [-0.8, 0.3, 1.0]],
  "energy_ev": -46125.603,
  "homo_ev": [-8.65, -8.47],
  "gap_ev": [8.09, 8.14]
}

(9)
{
  "formula": "C3HClF2",
  "method": "ωB97M-V/def2-TZVPD",
  "species": ["F", "C", "C", "Cl", "C", "F", "H"],
  "positions_angstrom": [[1.568475, -0.318889, -1.105939], [0.948309, -0.197261, -0.039708], [0.082960, 0.541291, 0.573366], [0.121193, 1.887995, 1.708297], [-0.489198, -0.480700, -0.170079], [-1.252419, 0.006344, -1.264505], [-0.979320, -1.438782, 0.298568]],
  "forces_ev_per_angstrom": [[5.3, -0.4, -3.0], [-4.4, 0.0, -1.1], [2.4, 3.5, 4.5], [-0.7, -0.9, -1.0], [-4.1, -3.5, 1.5], [0.8, -0.6, 0.5], [0.7, 1.9, -1.3]],
  "energy_ev": -21079.742,
  "smiles": "FC1=C(Cl)[C@H]1F",
  "homo_ev": -10.32,
  "gap_ev": 9.96
}

(10)
{
  "formula": "C3HErO2",
  "method": "ωB97M-V/def2-TZVPD",
  "species": ["C", "C", "Er", "O", "C", "O", "H"],
  "positions_angstrom": [[0.737723, 0.118525, 0.037926], [-0.481035, 0.131637, 0.136786], [3.300749, 0.144769, -0.238289], [-1.938818, 0.436133, -0.083349], [-2.222130, -0.431278, 0.851924], [-2.238076, -1.622972, 0.316959], [-2.949687, -2.149562, 0.705391]],
  "forces_ev_per_angstrom": [[0.7, -0.1, 0.1], [-2.3, 1.5, -0.8], [-1.1, 0.0, 0.1], [3.6, 0.4, 2.1], [0.5, -1.5, -3.9], [-1.4, 0.7, 1.8], [-0.1, -1.0, 0.6]],
  "s_squared": 3.761,
  "energy_ev": -34815.355,
  "homo_ev": [-18.16, -16.60],
  "spin_multiplicity": 4,
  "gap_ev": [8.61, 5.67],
  "charge": 2
}

(11)
{
  "formula": "C3HF2IO2",
  "method": "ωB97M-V/def2-TZVPD",
  "species": ["C", "C", "C", "O", "O", "F", "F", "I", "H"],
  "positions_angstrom": [[-1.790083, 1.013723, 1.153790], [-0.659794, 0.671427, 0.573716], [1.666230, 0.463074, -0.638245], [-2.181916, -1.211590, -0.052971], [-1.436088, -0.504188, 1.058921], [1.406314, 1.014003, -1.794221], [1.684400, -0.811945, -0.630630], [3.203754, 1.506394, 0.304387], [-1.892818, -2.140895, 0.025254]],
  "forces_ev_per_angstrom": [[-0.6, 1.3, 0.0], [1.7, -1.1, -0.9], [-1.7, 1.5, 0.8], [-0.1, 0.3, -0.3], [1.2, -1.1, -0.3], [-0.4, -0.9, 0.4], [0.0, -0.4, -0.3], [-0.3, -0.2, 0.3], [0.1, 0.4, 0.4]],
  "energy_ev": -20745.675,
  "homo_ev": -9.13,
  "gap_ev": 6.73
}

(12)
{
  "formula": "C3HF3O",
  "method": "ωB97M-V/def2-TZVPD",
  "species": ["C", "C", "C", "O", "F", "F", "F", "H"],
  "positions_angstrom": [[1.511582, -0.284829, 0.042736], [-0.670884, -0.935605, 0.858181], [-0.586984, 0.404985, 0.101588], [0.791119, 0.773245, -0.154182], [-1.296874, -1.751228, 0.053968], [-1.275788, 1.336771, 0.790681], [-1.000965, 0.457354, -1.188052], [2.528792, -0.000695, -0.504920]],
  "forces_ev_per_angstrom": [[1.1, 0.4, -1.5], [0.5, -0.3, 0.3], [0.2, 1.5, -1.7], [-0.2, -0.1, 1.5], [0.2, 0.0, 0.0], [0.8, -0.5, -0.4], [-1.1, -0.4, 0.4], [-1.4, -0.6, 1.4]],
  "energy_ev": -13320.410,
  "homo_ev": [-9.60, -9.60],
  "gap_ev": [8.96, 8.96]
}

(13)
{
  "formula": "C3HF3S",
  "method": "ωB97M-V/def2-TZVPD",
  "species": ["C", "C", "C", "F", "F", "F", "S", "H"],
  "positions_angstrom": [[0.683848, 0.105772, 0.106923], [1.994318, -0.075316, -0.183198], [-1.338338, -0.014686, -0.179079], [-1.712476, -0.935833, 0.646595], [-1.823358, 1.187650, 0.145528], [-1.859409, -0.406125, -1.414523], [3.523928, 0.119123, -0.227458], [0.531486, 0.019414, 1.105211]],
  "forces_ev_per_angstrom": [[1.2, -0.8, -1.9], [-3.6, 0.9, -0.4], [1.2, 0.2, -3.3], [-0.2, -0.4, 1.3], [0.2, -0.7, 0.0], [0.9, 1.0, 1.4], [1.2, -0.2, -0.4], [-0.9, 0.1, 3.3]],
  "s_squared": 2.038,
  "energy_ev": -22109.043,
  "homo_ev": [-7.12, -10.75],
  "spin_multiplicity": 3,
  "gap_ev": [7.62, 7.94]
}

(14)
{
  "formula": "C3HF6NO3S",
  "method": "ωB97M-V/def2-TZVPD",
  "species": ["C", "C", "C", "N", "O", "O", "O", "F", "F", "F", "F", "F", "F", "S", "H"],
  "positions_angstrom": [[-0.993882, -0.717293, -0.094714], [-1.689444, 0.620710, -0.534031], [0.569843, -0.840228, -0.374248], [-0.850324, 1.752378, -0.234757], [3.112182, -0.336425, 0.494262], [1.210871, 0.732183, 1.700128], [-1.307094, 2.770675, 0.293197], [-1.205542, -0.929863, 1.243819], [-1.682608, -1.706542, -0.748983], [-1.751245, 0.720022, -1.871009], [-2.907747, 0.563901, 0.013287], [0.839406, -2.058072, -0.756019], [1.048564, -0.100138, -1.385232], [1.734693, -0.552401, 1.264555], [3.872328, 0.081097, 0.989744]],
  "forces_ev_per_angstrom": [[-0.1, -0.3, 0.0], [-0.6, -0.9, 0.6], [1.4, 0.5, 0.3], [0.8, 4.2, 1.9], [1.3, 0.4, -0.6], [0.3, 0.2, 0.5], [0.4, -3.6, -1.5], [0.3, 0.4, -1.0], [0.9, 0.7, 0.3], [-0.4, -0.5, -0.1], [-0.1, 0.5, -0.4], [-0.2, -2.4, 0.0], [-0.7, 1.0, 0.3], [-1.9, 0.4, 0.0], [-1.4, -0.6, -0.4]],
  "energy_ev": -37895.154,
  "homo_ev": -10.00,
  "gap_ev": 8.56
}

(15)
{
  "formula": "C3HFMgO",
  "method": "ωB97M-V/def2-TZVPD",
  "species": ["O", "C", "C", "C", "H", "F", "Mg"],
  "positions_angstrom": [[-2.610954, 0.483364, 0.560543], [-1.442027, 0.323091, 0.155802], [-0.349233, 0.838949, -0.500099], [-0.305441, -0.670217, -0.037711], [-0.405994, -1.578359, -0.657674], [3.451640, 0.315417, 0.395983], [1.662012, 0.287755, 0.083156]],
  "forces_ev_per_angstrom": [[1.2, -0.4, -0.4], [0.2, -0.8, 0.4], [1.3, 0.4, -0.1], [-0.9, 0.5, 0.2], [-0.1, 0.2, 0.1], [-0.4, 0.0, -0.1], [-1.3, 0.1, -0.1]],
  "s_squared": 0.756,
  "energy_ev": -13335.614,
  "homo_ev": [-2.17, -2.98],
  "spin_multiplicity": 2,
  "gap_ev": [5.50, 6.26],
  "charge": -1
}

(16)
{
  "formula": "C3HINOS2",
  "method": "ωB97M-V/def2-TZVPD",
  "species": ["C", "C", "C", "N", "O", "S", "S", "I", "H"],
  "positions_angstrom": [[0.313530, 1.467092, 0.630524], [0.893382, -0.998994, -0.934275], [-0.352286, 0.377162, 0.513202], [1.833995, -0.609047, -1.657036], [-0.042794, -0.848342, -0.102005], [0.802440, 2.917513, 1.018424], [1.520695, -2.420465, -1.777580], [-3.542592, -0.151874, 1.382429], [-1.426370, 0.266956, 0.926315]],
  "forces_ev_per_angstrom": [[0.4, 1.2, 0.4], [1.6, -1.3, -1.6], [-1.1, -0.9, 0.0], [-0.4, 1.4, 0.7], [-0.6, 0.5, 0.8], [0.0, -0.6, -0.3], [-0.3, -0.6, 0.1], [-0.5, -0.1, 0.1], [0.8, 0.4, -0.2]],
  "energy_ev": -36434.144,
  "homo_ev": -4.38,
  "gap_ev": 6.29,
  "charge": -1
}

(17)
{
  "formula": "C3HINOS2",
  "method": "ωB97M-V/def2-TZVPD",
  "species": ["O", "C", "N", "C", "S", "S", "C", "I", "H"],
  "positions_angstrom": [[0.031533, -0.010868, 2.410180], [0.496012, 0.592112, 1.465523], [1.665688, 1.218304, 1.364111], [2.061977, 1.731512, 0.273545], [3.435759, 2.657642, 0.041457], [1.070168, 1.446472, -1.185967], [-0.265251, 0.619737, 0.092181], [-2.164829, 1.521604, 0.025396], [-0.188795, -0.426930, -0.365753]],
  "forces_ev_per_angstrom": [[-0.1, 0.1, 0.0], [-0.8, -0.1, -1.3], [0.3, -0.6, 3.1], [1.0, 1.2, -2.0], [0.2, 0.0, -0.1], [-2.0, -0.7, 2.0], [2.4, -1.1, -2.7], [0.0, -0.2, 0.1], [-1.1, 1.3, 1.0]],
  "energy_ev": -36437.506,
  "smiles": "[O-]C1=NC(=S)S[C@@H]1I",
  "homo_ev": -4.28,
  "gap_ev": 6.84,
  "charge": -1
}

(18)
{
  "formula": "C3HLiNaO2",
  "method": "ωB97M-V/def2-TZVPD",
  "species": ["C", "C", "O", "O", "C", "Li", "H", "Na"],
  "positions_angstrom": [[-0.463720, 1.845006, 0.780297], [1.199571, -0.938902, -1.158569], [-0.322319, 3.069427, 0.583797], [0.516292, 1.082213, 0.225880], [0.140595, -0.469202, -0.523324], [-0.284110, -2.383564, 0.597776], [1.045974, -1.770215, -1.858982], [-1.832283, -0.434763, 1.353126]],
  "forces_ev_per_angstrom": [[3.4, 2.2, -2.9], [-1.5, 0.8, 0.8], [-1.7, -2.4, 1.6], [-1.4, -0.2, 1.1], [0.4, -1.5, 0.2], [0.6, 0.5, -0.7], [0.0, 0.0, 0.3], [0.2, 0.6, -0.3]],
  "energy_ev": -11837.688,
  "homo_ev": [-2.76, -1.44],
  "gap_ev": [4.94, 3.51],
  "charge": -1
}

(19)
{
  "formula": "C3HN",
  "method": "ωB97M-V/def2-TZVPD",
  "species": ["C", "C", "C", "N", "H"],
  "positions_angstrom": [[0.037989, 0.105995, 0.184534], [-1.142727, 0.044431, 0.379005], [1.944554, -0.273066, -1.029593], [1.350138, 0.140380, -0.081615], [-2.189952, -0.017738, 0.547668]],
  "forces_ev_per_angstrom": [[-0.8, 0.2, 0.7], [0.5, 0.1, 0.0], [0.6, 0.4, 0.7], [-0.3, -0.7, -1.4], [0.0, 0.0, 0.0]],
  "energy_ev": -4613.080,
  "homo_ev": -10.70,
  "gap_ev": 11.09
}

(20)
{
  "formula": "C3HN2O3",
  "method": "ωB97M-V/def2-TZVPD",
  "species": ["C", "C", "C", "N", "N", "O", "O", "O", "H"],
  "positions_angstrom": [[-2.704006, -0.124255, 0.137882], [3.263868, 1.052843, 1.495283], [-0.373316, -0.761607, -0.605042], [-1.814874, -0.293483, -0.584219], [2.768355, 0.904900, 0.446923], [-3.684913, 0.105602, 0.812300], [-0.125749, -1.924924, -0.786329], [0.391582, 0.208527, -0.493930], [2.279051, 0.832401, -0.422870]],
  "forces_ev_per_angstrom": [[-3.9, 0.9, 2.8], [-0.4, -0.2, -1.1], [1.2, 1.7, -0.3], [2.1, -1.1, -1.7], [1.2, 0.5, 1.4], [1.6, -0.4, -1.0], [-0.8, -1.4, 0.0], [-0.2, 0.4, 0.0], [-0.8, -0.4, 0.0]],
  "energy_ev": -12251.149,
  "homo_ev": -5.33,
  "gap_ev": 9.14,
  "charge": -1
}

Max |F|
In order: 0.0763 0.0115 0.0650 0.0606 0.0932 0.1293 0.1042 0.0725 0.1196 0.0814 0.0464 0.0446 0.0724 0.0906 0.0264 0.0503 0.0727 0.0967 0.0308 0.0954
Unit: Eh/bohr